{"formula": "C8H8NO3S", "method": "the ωB97M-V functional and the def2-TZVPD basis", "elements": ["N", "C", "O", "O", "C", "C", "C", "C", "C", "C", "C", "O", "S", "H", "H", "H", "H", "H", "H", "H", "H"], "coordinates": [[-3.03, 1.00, 0.55], [-2.03, 0.11, -0.17], [-2.16, 0.16, -1.56], [-0.66, 0.80, 0.12], [0.47, -0.02, 0.19], [1.69, 0.61, 0.49], [2.88, -0.09, 0.41], [2.97, -1.46, 0.07], [1.76, -2.14, 0.00], [0.54, -1.41, 0.03], [-0.54, -2.31, -0.21], [-0.73, -3.38, -0.63], [-2.15, -1.55, 0.69], [-3.84, 0.43, 0.91], [-3.33, 1.72, -0.12], [-2.56, 1.58, 1.27], [-1.60, -0.57, -1.87], [1.81, 1.67, 0.52], [3.86, 0.37, 0.63], [3.92, -1.91, 0.20], [1.76, -3.14, -0.17]], "gap_ev": 9.06, "e_above_lowest_kcal_mol": 18.4, "smiles": "[NH3+][C@@]1(O)Oc2ccccc2C(=O)S1", "homo_energy_ha": -0.476, "total_charge": 1}

{"formula": "C8H8NOS", "method": "the ωB97M-V functional and the def2-TZVPD basis", "elements": ["C", "C", "C", "C", "C", "C", "C", "C", "N", "O", "S", "H", "H", "H", "H", "H", "H", "H", "H"], "coordinates": [[-0.77, 2.14, -0.41], [0.47, 2.72, -0.12], [-0.93, 0.79, -0.59], [1.56, 1.95, 0.18], [2.19, -1.90, 0.19], [0.13, -0.05, -0.20], [1.36, 0.58, 0.05], [-1.87, -2.18, 0.40], [0.09, -1.34, -0.59], [-0.85, -2.22, -0.57], [2.81, -0.45, 0.30], [-1.61, 2.85, -0.58], [0.52, 3.77, 0.02], [-1.83, 0.37, -0.82], [2.52, 2.37, 0.59], [2.62, -2.86, 0.25], [-1.59, -2.89, 1.16], [-2.82, -2.60, -0.12], [-1.99, -1.05, 0.86]], "gap_ev": [7.09, 7.41], "e_above_lowest_kcal_mol": 156.6, "homo_energy_ha": [-0.462, -0.470], "total_charge": 1}